# 1
Here is C5H14NO2 as an isolated structure at a distorted geometry from OMol25. Energies are from wB97M-V/def2-TZVPD.

Structure (XYZ):
```
22
Properties=species:S:1:pos:R:3:mulliken_charge:R:1
C -2.74592 0.97437 1.27544 -1.24
C -1.31245 0.59079 1.27656 0.02
N -1.03706 -0.06970 -0.05865 -0.61
C 1.90437 0.15710 0.58106 -1.24
C 0.72605 -0.65607 0.02140 0.23
C 1.46006 -1.49972 -1.18767 -0.68
O 2.06721 -0.92085 -2.23863 -0.87
H -2.94367 1.68569 2.08418 0.35
H -3.38312 0.09532 1.31391 0.30
H -2.82457 1.35057 0.24385 0.30
H -1.10202 -0.21843 2.09504 0.22
H -0.74249 1.60057 1.48198 0.15
H 0.07539 0.21769 -0.51034 0.06
H 2.23019 1.01439 -0.04261 0.23
H 1.57278 0.49222 1.57385 0.40
H 2.79795 -0.44406 0.74260 0.42
H 0.51106 -1.43861 0.74918 0.36
H 2.05553 -2.18871 -0.46598 0.27
H 0.59359 -2.11957 -1.61824 0.30
H -0.69602 0.40216 -2.07686 0.40
H 0.77627 0.15598 -2.58661 0.43
O 0.01687 0.81888 -2.65344 -0.79
```

Calculated values
Net charge   -1
HOMO-LUMO gap   7.039 eV
ΔE to the lowest compared entry with this formula, charge and spin   4.958 eV

---

# 2
Here is an isolated molecule of C18H22ClF2N3O4 from OMol25. Energies are from wB97M-V/def2-TZVPD.

Structure (XYZ):
```
50
Properties=species:S:1:pos:R:3:mulliken_charge:R:1
C 0.30040 0.86565 -0.70939 -1.16
N -0.63076 -0.14703 -0.22642 0.10
C -0.04960 -1.07880 0.74217 -1.40
C 0.39298 -2.38719 0.10869 1.18
C 1.05210 -3.31822 1.11559 -0.67
C 1.49806 -4.63288 0.48448 -0.95
N 0.36510 -5.44824 0.07264 -0.12
C -0.15892 -5.37535 -1.17745 0.26
O 0.32797 -4.73737 -2.08899 -0.64
C -1.41147 -6.16359 -1.35984 0.60
C -1.98786 -7.14841 -0.63275 -0.77
C -3.18838 -7.49248 -1.34217 0.68
N -4.13729 -8.39871 -1.07219 -0.65
C -5.10997 -8.45014 -1.94397 0.21
Cl -6.37200 -9.61130 -1.63817 -0.20
C -5.22493 -7.65657 -3.09809 -0.43
C -4.24789 -6.72388 -3.37542 -0.73
C -3.21464 -6.66288 -2.45792 0.56
O -2.13023 -5.85139 -2.47605 -0.47
C -1.84628 -0.20693 -0.82437 0.14
O -2.17460 0.58930 -1.69623 -0.71
C -2.92345 -1.26628 -0.48503 1.77
C -4.19281 -0.49681 -0.11162 -2.04
O -2.55431 -2.10393 0.60398 -0.54
C -3.09849 -2.09221 -1.77453 -1.05
C -4.32938 -2.95225 -1.79616 0.30
F -4.38062 -3.66524 -2.95669 -0.28
F -4.29573 -3.88092 -0.77002 -0.32
H -0.16998 1.44688 -1.49351 0.40
H 0.58915 1.52635 0.11031 0.32
H 1.19901 0.38606 -1.10444 0.33
H 0.81352 -0.56484 1.17050 0.53
H -0.74524 -1.26574 1.55488 0.36
H -0.47663 -2.87304 -0.32863 -0.66
H 1.08849 -2.18478 -0.71159 0.26
H 1.92723 -2.83166 1.55886 0.30
H 0.36159 -3.52750 1.94024 0.29
H 2.09954 -4.44659 -0.40419 0.41
H 2.09986 -5.21433 1.18412 0.40
H -0.20674 -5.85258 0.79506 0.24
H -1.61672 -7.60271 0.27044 0.55
H -6.07655 -7.78792 -3.74819 0.42
H -4.28898 -6.08208 -4.24353 0.47
H -4.53939 0.11375 -0.94246 0.37
H -4.97869 -1.19210 0.18911 0.47
H -3.98385 0.15390 0.73703 0.45
H -3.20001 -2.81868 0.64857 0.44
H -3.16744 -1.40497 -2.61774 0.49
H -2.22928 -2.73771 -1.93026 0.17
H -5.27097 -2.41168 -1.70124 0.31
```

Calculated values
Net charge   0
SMILES string   CN(CCCCNC(=O)c1cc2nc(Cl)ccc2o1)C(=O)[C@](C)(O)CC(F)F
HOMO-LUMO gap   9.078 eV
ΔE to the lowest compared entry with this formula, charge and spin   0.149 eV

---

# 3
Here is C31H49NO3P2SY as an isolated structure at a distorted geometry from OMol25. Energies are from wB97M-V/def2-TZVPD.

Structure (XYZ):
```
88
Properties=species:S:1:pos:R:3:mulliken_charge:R:1
Y 0.13154 -0.04793 0.20785 -0.49
C 2.21902 -0.61129 -1.23075 0.48
C 2.06192 0.78019 -1.52322 1.08
C 2.47519 0.58152 0.74893 0.66
C 2.53703 -0.73874 0.17010 0.78
C 2.19297 1.51422 -0.30760 0.35
C 2.20991 -1.70923 -2.23887 -1.68
H 1.50308 -1.51223 -3.06043 0.26
H 1.92494 -2.68161 -1.80646 0.28
H 3.20615 -1.83724 -2.69969 0.34
C 2.97120 -1.97915 0.87008 -1.35
H 2.88774 -2.86791 0.23403 0.43
H 2.35065 -2.16324 1.75689 0.12
H 4.01230 -1.90816 1.22375 0.24
C 2.67984 0.95772 2.17331 -0.55
H 3.69275 1.34939 2.37092 0.45
H 2.51221 0.10351 2.84127 -0.60
H 1.96676 1.73866 2.49002 0.06
C 2.24615 2.99369 -0.17720 -1.58
H 3.27144 3.37566 -0.32972 0.29
H 1.92714 3.33282 0.81844 0.35
H 1.60359 3.50781 -0.90675 0.23
C 2.05532 1.36333 -2.88644 -1.13
H 3.06263 1.32150 -3.34353 0.28
H 1.73766 2.41237 -2.89102 0.40
H 1.37948 0.83656 -3.57225 0.13
C -2.58947 0.82972 -2.48216 0.03
C -1.56091 0.63242 -3.32170 0.19
C -1.44658 1.39009 -4.62125 -1.29
C -1.06767 2.89896 -4.56896 -1.17
C -0.91360 3.52607 -3.20495 -0.34
C -1.96011 3.72332 -2.39783 -0.38
C -3.35796 3.32911 -2.79833 -0.96
C -3.69063 1.80804 -2.81240 -1.18
H -2.39957 1.30478 -5.17146 0.48
H -1.83980 3.44900 -5.13402 0.43
H -0.69337 0.87863 -5.24307 0.42
H -4.08742 1.57147 -3.81483 0.39
H -2.75991 0.23170 -1.57990 0.45
H -0.80824 -0.15119 -3.18181 0.35
H -4.52053 1.64170 -2.10712 0.36
H -4.06355 3.83873 -2.12025 0.40
H -1.87381 4.24139 -1.44013 0.50
H -3.57458 3.72471 -3.80508 0.41
H -0.12814 3.04903 -5.12830 0.30
H 0.09034 3.87664 -2.95570 0.71
P -1.14561 -2.57481 -0.38694 1.08
C -0.08500 -3.90013 0.29026 -1.09
H -0.63724 -4.84730 0.31163 0.56
H 0.22275 -3.66175 1.31534 0.05
H 0.82473 -3.99492 -0.31586 0.28
C -2.71569 -2.78231 0.51258 -0.90
H -3.03314 -3.83375 0.50078 0.43
H -3.48721 -2.13929 0.06536 0.36
H -2.56387 -2.47290 1.56219 0.05
C -1.47577 -3.15218 -2.09431 -1.28
H -2.26011 -2.53016 -2.55209 0.34
H -1.77713 -4.21078 -2.10427 0.47
H -0.56355 -3.03013 -2.70118 0.32
P -1.54243 1.73746 1.74721 1.19
C -0.87237 3.43445 1.76982 -1.20
H -1.61495 4.18430 2.07209 0.46
H -0.50307 3.68856 0.76312 0.13
H -0.01209 3.47771 2.45769 0.40
C -3.34552 1.76268 1.46197 -1.13
H -3.59270 2.43152 0.62409 0.29
H -3.90652 2.04972 2.36331 0.48
H -3.66868 0.74827 1.17433 0.28
C -1.43391 1.26364 3.52065 -1.45
H -1.92401 2.01016 4.16456 0.60
H -0.37066 1.17523 3.79727 0.20
H -1.88412 0.26781 3.66620 0.30
O -1.65341 -4.72566 3.68304 -0.64
S -1.56732 -3.44317 4.33420 1.17
O -2.53753 -3.09021 5.33575 -0.68
N -1.33749 -2.21404 3.21641 -0.42
C -0.08713 -1.78502 3.13086 -1.50
O 0.29992 -1.01563 2.14739 1.73
C 0.77674 -2.27089 4.23753 0.80
C 2.12084 -2.01637 4.59780 0.13
C 2.66424 -2.68706 5.69992 -1.12
C 1.90802 -3.62987 6.41177 -0.57
C 0.58979 -3.90705 6.04093 -0.80
C 0.05680 -3.20728 4.96470 -0.03
H 2.72467 -1.30597 4.03572 0.49
H 3.69542 -2.47735 6.00601 0.41
H 2.34098 -4.15622 7.25960 0.41
H -0.03580 -4.63097 6.54244 0.48
```

Calculated values
Net charge   +1
HOMO-LUMO gap   8.219 eV
ΔE to the lowest compared entry with this formula, charge and spin   0.000 eV

---

# 4
Here is a 2-piece molecular cluster, C3H6N2S2 overall at a distorted geometry from OMol25. Energies are from wB97M-V/def2-TZVPD.

Structure (XYZ):
```
13
Properties=species:S:1:pos:R:3:mulliken_charge:R:1
C 2.07358 0.75234 1.21949 -1.12
C 1.21951 1.03415 -0.07717 0.24
N 0.52818 0.26384 -0.71162 -0.41
S 0.29771 -1.35346 -0.26693 -0.20
H 1.43459 1.01375 2.00210 0.33
H 2.92528 1.33989 1.46121 0.34
H 2.21191 -0.30342 1.26892 0.30
H 1.39004 2.06599 -0.34043 0.34
H -0.08850 -1.56917 -1.51184 0.16
N -2.75927 -1.00798 -1.57959 -0.40
C -3.03976 -0.53495 -0.51131 0.42
S -3.48578 0.30465 0.72273 -0.31
H -2.70749 -2.00562 -1.67556 0.31
```

Calculated values
Net charge   0
SMILES string   C/C=N\S.N=C=S
HOMO-LUMO gap   9.461 eV
ΔE to the lowest compared entry with this formula, charge and spin   2.092 eV

---

| no. | E_LUMO (hartree) |
| --- | --- |
| 1 | 0.1342 |
| 2 | 0.0003 |
| 3 | -0.1028 |
| 4 | 0.0203 |